Version i
The following is a quantum chemistry calculation of the molecule CH3IOS2, from OMol25.

Values from the calculation:
**E_HOMO (alpha / beta)**: -8.60 / -8.55 eV
**Orbital gap (alpha / beta)**: 6.293 / 6.122 eV

The geometry in ORCA input format:
```
! RIJCOSX wB97M-V def2-TZVPD def2/J DEFGRID3
* xyz 0 1
C 0.385 0.086 0.016
O 0.864 1.483 0.214
S 2.125 1.919 -0.775
S 3.702 -2.035 -0.233
I 3.914 0.177 0.304
H -0.212 0.139 -0.854
H -0.204 -0.009 0.986
H 1.180 -0.622 -0.135
*
```

These are the Löwdin partial charges, in e, on atoms 1 to 5: number 1, C, carries -0.143; number 2, O, carries -0.730; number 3, S, carries 0.512; number 4, S, carries -0.342; number 5, I, carries 0.543

=====

Version ii
The following is a quantum chemistry calculation of the molecule CH3IOS2, from OMol25.

Values from the calculation:
**E_HOMO**: -9.13 eV
**SMILES**: C[S@@](=O)(=S)I
**Orbital gap**: 7.066 eV

The geometry in ORCA input format:
```
! RIJCOSX wB97M-V def2-TZVPD def2/J DEFGRID3
* xyz 0 1
C -0.178 -0.014 -0.203
S -1.694 -0.546 -1.003
O -2.784 0.160 -0.386
S -1.258 -0.046 -3.027
I -1.639 -3.004 -0.660
H 0.667 -0.198 -0.715
H -0.499 0.971 -0.205
H -0.221 -0.382 0.825
*
```

These are the Löwdin partial charges, in e, on atoms 1 to 5: number 1, C, carries -0.278; number 2, S, carries -0.025; number 3, O, carries -0.463; number 4, S, carries 0.130; number 5, I, carries 0.521

=====

Most stable = version ii